# C3H7NO3

C3H7NO3 in the gas phase (wB97M-V/def2-TZVPD, OMol25).

- strongest force on any atom (eV/Å) = 4.26
- DFT total energy (eV) = -10853.348
- HOMO-LUMO gap (Eh) = 0.3761
- HOMO energy (eV) = -9.52
- structure (SMILES) = COCO/C=N\O
- energy above the lowest of the compared OMol25 structures with the same formula, charge and spin (kJ/mol) = 484.35
- net charge = 0

Each atom is followed by the atoms it is bonded to, with distances in Å.
Cartesian coordinates (Å):
1 C -2.98028 -0.20228 -0.37830  H4 1.075, H5 1.098, H6 1.105, O12 1.459
2 C -1.09228 0.53131 0.53470  H7 1.051, H8 1.165, O12 1.347, O13 1.391
3 C 0.99885 -0.48808 0.45858  H9 1.120, N11 1.285, O13 1.376
4 H -3.27518 -0.59158 0.57895  C1 1.075
5 H -3.21095 0.84244 -0.62451  C1 1.098
6 H -3.36660 -0.83665 -1.19666  C1 1.105
7 H -1.49248 1.49081 0.38350  C2 1.051
8 H -1.44538 0.08063 1.54928  C2 1.165
9 H 0.50642 -1.29692 1.05689  C3 1.120
10 H 2.36011 1.26575 -0.50294  O14 1.106
11 N 2.22791 -0.71977 0.16422  C3 1.285, O14 1.438
12 O -1.52668 -0.32656 -0.40849  C1 1.459, C2 1.347
13 O 0.27232 0.67006 0.30086  C2 1.391, C3 1.376
14 O 2.85072 0.28628 -0.65285  H10 1.106, N11 1.438


# C3H7NO3

C3H7NO3 in the gas phase (wB97M-V/def2-TZVPD, OMol25).

- strongest force on any atom (eV/Å) = 0.71
- DFT total energy (eV) = -10855.426
- HOMO-LUMO gap (Eh) = 0.3788
- HOMO energy (eV) = -9.71
- structure (SMILES) = CCNOC(=O)O
- energy above the lowest of the compared OMol25 structures with the same formula, charge and spin (kJ/mol) = 283.82
- net charge = 0

Each atom is followed by the atoms it is bonded to, with distances in Å.
Cartesian coordinates (Å):
1 C -1.79281 0.04311 -0.41000  C2 1.543, H8 1.094, H9 1.092, H10 1.093
2 C -0.75411 -0.43843 0.62426  C1 1.543, N3 1.463, H11 1.097, H12 1.094
3 N 0.19321 0.61248 0.99683  C2 1.463, O4 1.429, H13 1.010
4 O 1.54041 0.24448 0.69470  N3 1.429, C5 1.383
5 C 1.82088 0.53812 -0.62687  O4 1.383, O6 1.188, O7 1.343
6 O 1.70774 1.60025 -1.14781  C5 1.188
7 O 2.28731 -0.55401 -1.25506  C5 1.343, H14 0.970
8 H -1.51291 1.04618 -0.74634  C1 1.094
9 H -2.79744 0.07765 0.01538  C1 1.092
10 H -1.79241 -0.60402 -1.29066  C1 1.093
11 H -1.26838 -0.79384 1.52532  C2 1.097
12 H -0.20923 -1.30061 0.22856  C2 1.094
13 H 0.19549 0.79027 1.99057  N3 1.010
14 H 2.38224 -1.26163 -0.59888  O7 0.970


# C3H7NO3

C3H7NO3 in the gas phase (wB97M-V/def2-TZVPD, OMol25).

- strongest force on any atom (eV/Å) = 6.38
- DFT total energy (eV) = -10850.517
- HOMO-LUMO gap (Eh) = 0.3396
- HOMO energy (eV) = -8.50
- structure (SMILES) = C=C(CO)N(O)O
- energy above the lowest of the compared OMol25 structures with the same formula, charge and spin (kJ/mol) = 757.51
- net charge = 0

Each atom is followed by the atoms it is bonded to, with distances in Å.
Cartesian coordinates (Å):
1 C 0.99055 -0.41778 0.33456  C3 1.419, O7 1.635, H11 1.090, H12 1.088
2 N -0.55449 1.24658 -0.21847  C3 1.801, O5 1.403, O6 1.431
3 C -0.29450 -0.53538 -0.25561  C1 1.419, N2 1.801, C4 1.301
4 C -1.21559 -1.18871 -0.90094  C3 1.301, H13 1.080, H14 1.080
5 O 0.28428 2.05753 -0.99756  N2 1.403, H9 0.974
6 O -0.53018 1.74993 1.12136  N2 1.431, H8 0.967
7 O 1.19377 -2.03894 0.38823  C1 1.635, H10 0.967
8 H -1.26982 2.37222 1.16000  O6 0.967
9 H 1.13174 2.16745 -0.53108  O5 0.974
10 H 0.71085 -2.36350 1.16022  O7 0.967
11 H 1.01021 -0.03216 1.35388  C1 1.090
12 H 1.78757 -0.10477 -0.33661  C1 1.088
13 H -2.08627 -0.65318 -1.25094  C4 1.080
14 H -1.15812 -2.25928 -1.02704  C4 1.080


# C3H7NO3

C3H7NO3 in the gas phase (wB97M-V/def2-TZVPD, OMol25).

- strongest force on any atom (eV/Å) = 5.92
- DFT total energy (eV) = -10853.992
- HOMO-LUMO gap (Eh) = 0.3472
- HOMO energy (eV) = -9.45
- structure (SMILES) = O=C(O)NCCO
- energy above the lowest of the compared OMol25 structures with the same formula, charge and spin (kJ/mol) = 422.17
- net charge = 0

Each atom is followed by the atoms it is bonded to, with distances in Å.
Cartesian coordinates (Å):
1 C -0.31002 0.42666 0.74225  C2 1.638, N4 1.501, H8 1.130, H9 1.123
2 C -1.21890 -0.87537 0.34161  C1 1.638, O3 1.543, H10 1.092, H11 1.077
3 O -2.62696 -1.00824 0.95817  C2 1.543, H12 0.979
4 N 0.95287 0.04308 0.02734  C1 1.501, C5 1.350, H13 0.966
5 C 1.33357 0.45752 -1.19968  N4 1.350, O6 1.464, O7 1.174
6 O 1.63075 1.85222 -0.86733  C5 1.464, H14 1.011
7 O 1.95232 0.05976 -2.11506  C5 1.174
8 H -0.28427 0.50488 1.86879  C1 1.130
9 H -0.81160 1.33113 0.30584  C1 1.123
10 H -0.65437 -1.78701 0.54902  C2 1.092
11 H -1.27603 -0.80778 -0.73152  C2 1.077
12 H -3.01788 -1.80232 0.53966  O3 0.979
13 H 1.73140 0.00143 0.59740  N4 0.966
14 H 2.59911 1.60405 -1.01650  O6 1.011


# C3H7NO3

2 unconnected molecules or ions with the total composition C3H7NO3 (wB97M-V/def2-TZVPD, OMol25).

- strongest force on any atom (eV/Å) = 1.57
- DFT total energy (eV) = -10857.310
- HOMO-LUMO gap (Eh) = 0.4097
- HOMO energy (eV) = -10.50
- structure (SMILES) = CC(=O)NC=O.O
- energy above the lowest of the compared OMol25 structures with the same formula, charge and spin (kJ/mol) = 102.03
- net charge = 0

Each atom is followed by the atoms it is bonded to, with distances in Å.
Cartesian coordinates (Å):
1 O 0.35588 -1.46904 1.43381  C2 1.212
2 C 0.08234 -0.36638 1.01236  O1 1.212, N3 1.404, C6 1.502
3 N 1.06927 0.30602 0.27429  C2 1.404, C4 1.399, H7 1.012
4 C 0.82780 1.51851 -0.38067  N3 1.399, O5 1.199, H8 1.094
5 O 1.22785 1.72897 -1.49103  C4 1.199
6 C -1.21951 0.32094 1.31066  C2 1.502, H9 1.086, H10 1.094, H11 1.085
7 H 1.72160 -0.36669 -0.10710  N3 1.012
8 H 0.13620 2.16231 0.17077  C4 1.094
9 H -1.07082 1.24314 1.86413  C6 1.086
10 H -1.76005 0.54519 0.38576  C6 1.094
11 H -1.86712 -0.40093 1.79805  C6 1.085
12 H -1.48901 -2.32779 -2.14980  O14 0.966
13 H -1.07887 -1.69262 -0.89621  O14 0.968
14 O -1.57122 -1.47663 -1.70131  H12 0.966, H13 0.968


# C3H7NO3

2 unconnected molecules or ions with the total composition C3H7NO3 (wB97M-V/def2-TZVPD, OMol25).

- strongest force on any atom (eV/Å) = 4.37
- DFT total energy (eV) = -10854.311
- HOMO-LUMO gap (Eh) = 0.2841
- HOMO energy (eV) = -7.31
- energy above the lowest of the compared OMol25 structures with the same formula, charge and spin (kJ/mol) = 391.41
- net charge = 0

Each atom is followed by the atoms it is bonded to, with distances in Å.
Cartesian coordinates (Å):
1 C -2.57074 0.33978 -0.11594  O5 1.192, O6 1.157
2 C 1.87752 0.36658 -0.05092  N4 1.480, H8 1.181, H9 1.090, H10 1.087
3 C -0.32277 -0.52995 -0.51049  N4 1.427, O7 1.382, H11 1.114
4 N 0.43143 0.40206 0.26339  C2 1.480, C3 1.427, H12 1.054, H13 1.036
5 O -2.49596 1.52942 -0.10434  C1 1.192
6 O -2.94167 -0.71171 0.19180  C1 1.157
7 O -0.38195 -1.62672 0.32894  C3 1.382, H14 0.991
8 H 2.65500 0.69082 0.77714  C2 1.181
9 H 2.16642 -0.65491 -0.29940  C2 1.090
10 H 2.10776 1.12761 -0.79247  C2 1.087
11 H 0.39715 -0.74650 -1.33240  C3 1.114
12 H 0.16658 1.40095 0.05678  N4 1.054
13 H 0.26794 0.21961 1.27036  N4 1.036
14 H -1.35672 -1.80706 0.31756  O7 0.991


# C3H7NO3

2 unconnected molecules or ions with the total composition C3H7NO3 (wB97M-V/def2-TZVPD, OMol25).

- strongest force on any atom (eV/Å) = 3.63
- DFT total energy (eV) = -10852.378
- HOMO-LUMO gap (spin up / spin down) (Eh) = 0.3205 / 0.3206
- HOMO energy (spin up / spin down) (eV) = -8.18 / -8.18
- energy above the lowest of the compared OMol25 structures with the same formula, charge and spin (kJ/mol) = 577.88
- net charge = 0

Each atom is followed by the atoms it is bonded to, with distances in Å.
Cartesian coordinates (Å):
1 C -0.51097 0.81948 0.32283  N4 1.285, O5 1.167
2 C -1.36576 -1.39048 0.16881  N4 1.457, H8 1.092, H9 1.094, H10 1.088
3 C 0.97542 -0.92570 -0.43633  N4 1.447, H11 1.086, H12 1.091, H13 1.089
4 N -0.29870 -0.41022 0.01683  C1 1.285, C2 1.457, C3 1.447
5 O -1.24837 1.62919 0.72466  C1 1.167
6 O 0.95666 3.13354 -0.19221  O7 1.379, H14 0.968
7 O 1.34283 1.81238 -0.26854  O6 1.379
8 H -1.44175 -1.97659 -0.74997  C2 1.092
9 H -1.14521 -2.06262 1.00324  C2 1.094
10 H -2.31372 -0.88888 0.35151  C2 1.088
11 H 1.65809 -0.08892 -0.55239  C3 1.086
12 H 1.36853 -1.63311 0.29532  C3 1.091
13 H 0.84960 -1.43030 -1.39284  C3 1.089
14 H 1.17333 3.41224 0.70909  O6 0.968


# C3H7NO3P

2 unconnected molecules or ions with the total composition C3H7NO3P (wB97M-V/def2-TZVPD, OMol25).

- strongest force on any atom (eV/Å) = 2.46
- DFT total energy (eV) = -20146.231
- HOMO-LUMO gap (Eh) = 0.2047
- HOMO energy (eV) = -2.22
- energy above the lowest of the compared OMol25 structures with the same formula, charge and spin (kJ/mol) = 309.96
- net charge = -1

Each atom is followed by the atoms it is bonded to, with distances in Å.
Cartesian coordinates (Å):
1 C 1.43204 2.36928 1.77665  O5 1.423, O6 1.206, P8 1.827
2 C -2.29550 -2.88134 -0.70188  C3 1.477, H9 1.106, H10 1.063, H11 1.086
3 C -1.36058 -2.14212 -1.57378  C2 1.477, O7 1.204, H12 1.136
4 N -0.79026 2.67736 0.35514  P8 1.816, H13 1.082, H14 1.027
5 O 2.41851 1.57954 2.43197  C1 1.423, H15 0.952
6 O 1.58024 3.56276 1.86655  C1 1.206
7 O -1.09245 -2.46548 -2.70257  C3 1.204
8 P 0.27352 1.29472 0.86048  C1 1.827, N4 1.816
9 H -1.74495 -3.37253 0.12143  C2 1.106
10 H -2.77721 -3.61643 -1.30004  C2 1.063
11 H -3.01780 -2.18723 -0.28140  C2 1.086
12 H -0.80485 -1.28973 -1.06912  C3 1.136
13 H -0.39408 3.43590 1.01729  N4 1.082
14 H -0.70559 2.92641 -0.63796  N4 1.027
15 H 2.26023 0.69159 2.12621  O5 0.952